Below is C17H17FN2S in the gas phase, with properties calculated with wB97M-V/def2-TZVPD.

```
! wB97M-V def2-TZVPD RIJCOSX def2/J DEFGRID3
* xyz 0 1
F 1.173 5.614 -4.650
C 0.593 4.392 -4.373
C -0.035 4.404 -3.134
C -0.672 3.179 -2.650
C -0.707 2.028 -3.384
S -1.540 0.575 -2.804
C -1.288 0.250 -1.026
C -1.871 1.238 -0.114
C -1.753 1.113 1.233
C -1.003 0.025 1.797
C -0.355 -0.810 0.939
C -0.522 -0.769 -0.463
N 0.194 -1.863 1.611
C 0.695 -3.101 0.975
C 1.204 -4.136 1.996
N 2.112 -3.309 2.819
C 1.304 -2.360 3.720
C 0.068 -1.786 3.079
C -0.508 -0.324 3.159
C -0.013 2.063 -4.670
C 0.540 3.247 -5.140
H 0.032 5.293 -2.555
H -1.251 3.348 -1.684
H -2.523 1.978 -0.463
H -2.051 1.827 1.941
H 0.082 -1.509 -0.967
H 1.536 -2.869 0.275
H -0.026 -3.581 0.325
H 1.733 -4.916 1.469
H 0.309 -4.689 2.582
H 2.639 -2.693 2.166
H 0.930 -2.817 4.628
H 1.936 -1.527 3.990
H -0.814 -2.417 3.267
H 0.255 0.379 3.502
H -1.319 -0.174 3.949
H -0.146 1.351 -5.303
H 1.060 3.346 -6.039
*
```

SMILES: Fc1ccc(Sc2ccc3c(c2)N2CCNC[C@H]2C3)cc1
orbital gap: 8.20 eV
energy: -34434.82758 eV
LUMO level: 0.74 eV
energy relative to the best compared isomer or geometry (same formula, charge and spin): 2.4910 eV

Results of the Mulliken charge analysis, in e, for atoms 1 through 6: F -0.29; C 0.35; C -0.60; C -0.24; C 0.57; S -0.31


Below is C17H17N3O2S in the gas phase, with properties calculated with wB97M-V/def2-TZVPD.

```
! wB97M-V def2-TZVPD RIJCOSX def2/J DEFGRID3
* xyz 0 1
O 4.115 2.164 0.596
C 3.269 1.552 -0.020
C 2.245 2.256 -0.911
S 0.612 2.356 -0.105
C -0.127 0.843 -0.559
N 0.559 -0.079 -1.232
C -0.044 -1.212 -1.577
N -1.280 -1.572 -1.330
C -1.993 -0.671 -0.650
C -1.455 0.567 -0.238
O -2.360 1.318 0.426
C -3.506 0.581 0.458
C -4.707 0.953 1.038
C -5.752 0.052 0.956
C -5.610 -1.181 0.319
C -4.415 -1.555 -0.260
C -3.351 -0.662 -0.189
N 3.121 0.220 -0.014
C 3.904 -0.668 0.813
C 4.536 -1.781 -0.025
C 3.403 -2.792 -0.236
C 2.437 -2.601 0.949
C 3.006 -1.444 1.782
H 2.108 1.739 -1.859
H 2.550 3.289 -1.067
H 0.566 -1.916 -2.126
H -4.811 1.906 1.529
H -6.703 0.309 1.397
H -6.455 -1.852 0.280
H -4.292 -2.504 -0.756
H 2.352 -0.181 -0.543
H 4.643 -0.046 1.324
H 4.939 -1.404 -0.964
H 5.350 -2.233 0.542
H 3.787 -3.810 -0.283
H 2.891 -2.592 -1.178
H 2.356 -3.507 1.548
H 1.436 -2.360 0.589
H 2.227 -0.812 2.204
H 3.616 -1.827 2.600
*
```

SMILES: O=C(CSc1ncnc2c1oc1ccccc12)NC1CCCC1
orbital gap: 8.52 eV
energy: -37306.54510 eV
LUMO level: -0.29 eV
energy relative to the best compared isomer or geometry (same formula, charge and spin): 0.8522 eV

Results of the Mulliken charge analysis, in e, for atoms 1 through 6: O -0.67; C 0.75; C -0.79; S -0.11; C 0.13; N -0.41


Below is C17H17N3O5 in the gas phase, with properties calculated with wB97M-V/def2-TZVPD.

```
! wB97M-V def2-TZVPD RIJCOSX def2/J DEFGRID3
* xyz 0 1
C -0.197 -3.686 -6.086
C -0.039 -3.463 -4.553
C -0.225 -2.292 -3.843
C -0.019 -2.136 -2.645
C 0.257 -3.198 -1.994
O 0.557 -3.149 -0.665
C 0.637 -2.019 0.189
C 0.813 -2.228 1.580
O 1.398 -3.218 2.008
O 0.843 -0.952 2.206
N 0.513 0.117 1.566
C 0.311 1.146 2.564
N 0.684 1.111 3.740
C 0.039 2.336 1.821
C 0.180 2.483 0.529
C -0.265 3.804 -0.422
C -0.809 4.794 0.496
C -1.189 4.425 1.974
N -1.752 5.597 2.532
O -1.703 5.506 3.790
O -2.055 6.661 1.823
C -0.463 3.383 2.427
C 0.684 -4.487 -2.619
C 0.557 -4.642 -4.043
C 0.544 -6.079 -4.459
H -0.463 -2.946 -6.509
H 0.752 -3.919 -6.665
H -0.767 -4.594 -6.337
H -0.515 -1.561 -4.572
H 0.112 -1.156 -2.254
H 1.334 -1.285 -0.122
H -0.619 -1.652 0.117
H 0.560 1.918 4.250
H 1.071 0.168 4.142
H 0.732 1.713 -0.263
H 0.020 3.878 -1.363
H -1.105 5.601 0.058
H -0.886 3.337 3.434
H 0.941 -5.479 -1.852
H 0.917 -6.818 -3.738
H -0.298 -6.337 -4.949
H 1.484 -6.092 -5.151
*
```

SMILES: Cc1ccc(OCC(=O)O/N=C(\N)c2cccc([N+](=O)[O-])c2)cc1C
orbital gap: 6.28 eV
energy: -32595.33469 eV
LUMO level: -1.67 eV
energy relative to the best compared isomer or geometry (same formula, charge and spin): 18.8485 eV

Results of the Mulliken charge analysis, in e, for atoms 1 through 6: C -1.96; C 0.95; C -1.26; C 0.24; C 0.41; O -0.42


Below is a molecular structure, C17H18AgB2O25, with properties calculated with wB97M-V/def2-TZVPD.

```
! wB97M-V def2-TZVPD RIJCOSX def2/J DEFGRID3
* xyz -1 1
Ag -0.413 -1.432 0.265
O 1.800 3.600 -4.309
C 0.817 2.969 -4.085
O 0.676 1.651 -4.224
B -0.612 1.239 -3.666
O -1.276 2.461 -3.228
C -0.548 3.528 -3.573
O -0.875 4.668 -3.507
O -0.391 0.346 -2.457
C -0.974 -0.791 -2.671
O -0.990 -1.753 -1.941
C -1.626 -0.755 -4.068
O -1.404 0.432 -4.595
O -2.209 -1.675 -4.566
O 1.282 0.495 0.970
C 0.774 1.578 0.831
O 1.372 2.741 0.907
B 0.379 3.812 0.623
O -0.925 3.103 0.521
C -0.731 1.819 0.632
O -1.557 0.948 0.731
O 0.299 4.822 1.681
C 0.564 6.016 1.179
O 0.628 7.057 1.757
C 0.822 5.837 -0.343
O 0.755 4.527 -0.597
O 1.080 6.709 -1.106
C 0.367 0.191 4.498
O 1.205 -0.954 4.637
C 1.096 -1.862 3.672
O 0.326 -1.831 2.746
O 2.002 -2.807 3.898
C 2.095 -3.840 2.929
H 0.899 1.038 4.932
H -0.562 0.050 5.048
H 0.181 0.451 3.461
H 1.628 -3.537 1.994
H 1.667 -4.766 3.310
H 3.154 -4.027 2.747
C -4.427 -1.545 -1.456
O -4.647 -1.055 -0.150
C -3.732 -1.313 0.770
O -2.761 -2.018 0.617
O -4.060 -0.708 1.895
C -3.151 -0.913 2.980
H -4.406 -0.719 -2.168
H -5.243 -2.212 -1.735
H -3.489 -2.084 -1.577
H -2.235 -0.367 2.769
H -2.947 -1.970 3.135
H -3.637 -0.490 3.855
C 1.881 -3.051 -3.123
O 2.970 -3.043 -2.199
C 2.786 -2.326 -1.104
O 1.747 -1.826 -0.745
O 3.948 -2.199 -0.474
C 3.911 -1.421 0.721
H 1.882 -2.111 -3.681
H 0.940 -3.193 -2.601
H 2.090 -3.836 -3.842
H 3.766 -0.370 0.478
H 4.893 -1.538 1.176
H 3.149 -1.750 1.424
*
```

orbital gap: 9.06 eV
energy: -74475.17291 eV
LUMO level: 1.94 eV
energy relative to the best compared isomer or geometry (same formula, charge and spin): 0.0000 eV

Results of the Mulliken charge analysis, in e, for atoms 1 through 6: Ag 2.00; O -0.59; C 0.64; O -0.58; B 1.24; O -0.68


Below is a molecular structure, C17H18BBrN6O2Sn, with properties calculated with wB97M-V/def2-TZVPD.

```
! wB97M-V def2-TZVPD RIJCOSX def2/J DEFGRID3
* xyz 2 1
H -0.465 -2.804 0.731
N 0.992 -1.577 -0.210
B 2.920 -0.636 -1.550
N 1.947 -1.800 -1.170
C 1.872 -3.074 -1.574
Sn 0.693 0.269 1.041
H 2.543 -3.398 -2.368
C 0.878 -3.707 -0.844
H 0.563 -4.726 -0.921
C 0.342 -2.734 0.020
H 3.711 -0.976 -2.384
C 0.311 2.244 1.608
H -0.239 1.692 2.387
H -0.219 3.030 1.131
H 1.283 2.451 2.022
N 3.556 -0.147 -0.221
N 2.033 0.568 -1.999
N 2.710 0.327 0.789
N 1.057 1.091 -1.175
C 4.824 -0.165 0.227
C 2.068 1.244 -3.161
H 5.591 -0.488 -0.459
H 2.767 0.923 -3.924
C 4.814 0.278 1.555
C 1.111 2.238 -3.095
C 3.490 0.562 1.889
C 0.491 2.122 -1.837
H 5.668 0.388 2.212
H 0.876 2.950 -3.867
H 3.028 0.871 2.811
H -0.338 2.687 -1.446
H 1.110 -0.922 2.303
Br -3.298 -2.508 -0.287
C -4.196 -1.093 0.509
C -5.533 -1.237 0.944
C -6.280 -0.109 1.375
C -5.710 1.159 1.378
C -4.399 1.321 1.002
C -3.636 0.212 0.628
C -2.194 0.498 0.277
O -1.948 1.524 -0.386
O -1.310 -0.323 0.795
H -5.973 -2.242 0.916
H -7.315 -0.283 1.689
H -6.282 2.015 1.662
H -3.912 2.285 0.973
*
```

orbital gap (spin up / spin down): 2.18 / 3.94 eV
energy: -107487.08855 eV
LUMO level (spin up / spin down): -11.70 / -11.18 eV
energy relative to the best compared isomer or geometry (same formula, charge and spin): 3.9232 eV

Results of the Mulliken charge analysis, in e, for atoms 1 through 6: H 0.79; N 0.10; B 0.05; N -0.09; C 0.04; Sn 0.95


Below is a molecular structure, C17H18BCaN7O2S2, with properties calculated with wB97M-V/def2-TZVPD.

```
! wB97M-V def2-TZVPD RIJCOSX def2/J DEFGRID3
* xyz 0 1
H 1.406 -2.778 -0.682
N 1.776 -0.715 -0.886
B 2.859 1.554 -1.480
N 2.691 0.015 -1.638
C 3.415 -0.824 -2.417
Ca 0.421 0.174 1.139
H 4.153 -0.462 -3.088
C 2.976 -2.145 -2.136
H 3.338 -3.047 -2.554
C 1.988 -1.983 -1.168
H 3.785 1.942 -2.060
C -0.828 2.256 1.979
H -1.692 1.800 2.458
H -0.992 3.270 1.826
H 0.111 2.029 2.598
N 2.969 1.753 0.052
N 1.568 2.264 -1.910
N 2.022 1.140 0.908
N 0.377 2.036 -1.284
C 3.926 2.349 0.751
C 1.402 3.146 -2.939
H 4.795 2.819 0.252
H 2.215 3.419 -3.549
C 3.678 2.224 2.128
C 0.045 3.538 -2.946
C 2.462 1.440 2.192
C -0.540 2.812 -1.897
H 4.213 2.594 3.027
H -0.414 4.217 -3.608
H 1.894 1.131 3.096
H -1.586 2.791 -1.572
H 0.648 -2.295 0.790
O -0.316 -3.132 0.852
S -1.446 -2.633 -0.130
O -1.239 -3.173 -1.515
N -1.424 -0.981 -0.039
C -2.682 -0.518 0.327
S -2.908 1.114 0.309
C -3.582 -1.565 0.832
C -4.809 -1.459 1.515
C -5.394 -2.631 1.968
C -4.804 -3.889 1.737
C -3.592 -4.010 1.066
C -2.993 -2.827 0.639
H -5.220 -0.448 1.646
H -6.327 -2.569 2.511
H -5.279 -4.796 2.077
H -3.065 -4.945 0.825
*
```

orbital gap (spin up / spin down): 7.53 / 4.15 eV
energy: -73227.56431 eV
LUMO level (spin up / spin down): -0.78 / -1.50 eV
energy relative to the best compared isomer or geometry (same formula, charge and spin): 1.1728 eV

Results of the Mulliken charge analysis, in e, for atoms 1 through 6: H 0.46; N 0.18; B 0.49; N -0.12; C -0.15; Ca 1.22